Entry from the Open Molecules 2025 dataset: C9H14B2F4I2N4S6SbTc as an isolated structure at a distorted geometry (ωB97M-V/def2-TZVPD).

## Properties
total charge	+2
orbital gap (alpha / beta)	0.1978 / 0.1979	hartree
E_tot	-4324.838426	Eh
ΔE to the lowest compared entry with this formula, charge and spin	5.0	kJ/mol
LUMO level (alpha / beta)	-9.032 / -9.031	eV

```
43
Properties=species:S:1:pos:R:3:forces:R:3
I -1.94779 -1.12557 2.34703 0.0 0.3 -0.5
I -3.66143 1.50818 0.75645 0.2 -0.6 0.2
Sb -3.27982 -2.54944 -3.78555 -1.7 0.9 -0.9
Tc -1.53818 -0.14682 -0.39849 1.4 0.0 -1.0
S -0.26098 -1.95200 -0.98436 -1.5 1.4 -0.1
S -1.23859 -0.58311 -3.90205 0.0 0.8 0.2
S -1.27429 0.77456 -2.52164 0.2 -1.4 1.1
S 0.67108 -2.81649 0.60255 0.2 -0.1 0.4
S -4.74271 -1.25448 -4.85176 1.5 -1.1 0.9
S 0.02883 1.29827 0.53207 -1.1 -0.7 0.0
F -4.30480 -1.95797 0.48365 -0.6 0.0 0.8
F -5.09077 -2.51617 -1.61533 -0.7 -0.1 -0.5
F -3.07059 -3.24529 -0.94147 0.3 -0.7 0.1
F -3.33496 -1.04205 -1.36797 0.3 0.3 0.0
N 1.05695 3.01845 -1.28703 0.3 -0.7 0.0
N 2.12553 1.09792 -1.24006 -0.4 0.6 0.3
N 2.08118 -1.56875 2.54022 -0.2 0.3 -0.8
N 2.42168 -0.62703 0.58596 -0.2 -0.5 0.4
C 1.73722 -1.57147 1.23891 -0.1 -0.1 -0.5
C 2.71514 1.89179 -2.17278 0.1 0.5 -0.3
C 2.05303 3.08317 -2.20998 0.5 -0.2 -0.3
C 3.20814 -0.00364 1.50861 0.2 -0.1 0.7
C 0.10568 4.05457 -0.98736 -0.4 0.6 0.3
C 1.11427 1.80048 -0.71302 -0.2 -0.1 -0.1
C -3.52718 0.29685 2.53870 -0.1 0.1 0.0
C 3.00751 -0.59028 2.72071 0.5 0.6 -0.3
C 1.60880 -2.47197 3.55033 -0.2 -0.7 0.6
B 2.54807 -0.35459 -0.93963 -0.2 -0.5 -0.2
B -4.05543 -2.30887 -0.78311 0.8 0.4 0.1
H 0.40327 4.59922 -0.09095 0.0 0.0 0.0
H 0.55041 -2.69204 3.39379 0.1 0.0 0.1
H 1.74075 -2.01324 4.52812 0.0 0.0 -0.1
H 1.80129 -1.07093 -1.54058 0.2 -0.1 -0.1
H 3.67181 -0.51773 -1.25855 0.4 0.1 -0.1
H 3.45887 -0.39181 3.67068 0.1 0.0 0.2
H -3.32374 0.93496 3.39541 0.0 0.0 -0.2
H -0.88316 3.62554 -0.82484 0.1 0.0 0.0
H 3.86908 0.79109 1.23345 0.2 0.2 0.0
H 3.56296 1.56086 -2.73526 0.2 -0.1 -0.1
H 2.21843 3.95116 -2.81501 0.0 0.2 -0.1
H -4.45407 -0.25964 2.64334 0.0 0.1 -0.1
H 2.16932 -3.40829 3.51577 0.0 0.1 0.0
H 0.05920 4.75261 -1.81898 0.0 -0.1 0.0
```
Forces are in eV/Å.

---

Entry from the Open Molecules 2025 dataset: C2H7N5O as an isolated structure at a distorted geometry (ωB97M-V/def2-TZVPD).

## Properties
orbital gap	0.3354	hartree
E_tot	-429.202209	Eh
ΔE to the lowest compared entry with this formula, charge and spin	580.9	kJ/mol
LUMO level	0.348	eV

```
15
Properties=species:S:1:pos:R:3:forces:R:3
O -2.32939 -0.94329 1.97523 -2.0 4.6 1.0
N 0.68791 1.40550 -2.40027 1.2 -1.2 -1.4
N -1.80534 -0.12522 0.82628 2.0 -1.5 0.3
N -0.18535 0.82347 -1.48707 -0.5 -0.4 0.5
N 2.13525 -0.85236 0.87511 1.2 1.3 1.2
N 1.59824 0.21599 -0.00288 -3.3 -0.2 -1.7
C -0.63474 -0.62188 0.43526 -3.8 -0.5 3.8
C 0.26868 0.11778 -0.40019 4.0 0.7 0.8
H 1.26878 0.65476 -2.87563 -1.5 0.5 0.3
H -2.98591 -0.13552 2.61816 3.1 -3.7 -3.4
H -0.28268 -1.47903 1.07691 0.1 0.9 -1.1
H 1.45810 1.77932 -1.90103 0.5 1.2 1.1
H 2.60417 -0.39992 1.84286 -1.6 -1.2 -3.7
H -1.17702 1.03734 -1.70304 1.2 -0.6 0.8
H 2.93114 -1.15770 0.25129 -0.8 0.4 1.5
```
Forces are in eV/Å.

---

The lowest ΔE to the lowest compared entry with this formula, charge and spin belongs to which entry? C9H14B2F4I2N4S6SbTc